[1]
ORCA calculation (ωB97M-V/def2-TZVPD) on 11 unconnected molecules or ions with the total composition C58H149N11O18 in a non-equilibrium geometry.

## Properties
HOMO (eV): -8.17
Net charge: 0
Relative energy (zero: lowest compared OMol25 entry of this formula, charge and spin) (eV): 4.1121
Electronic energy (eV): -115792.8476
Gap between HOMO and LUMO (eV): 8.61

Each line ends with the Löwdin charge.
CARTESIAN COORDINATES (ANGSTROEM)
C 6.29 -4.58 6.68  -0.0838
O 5.56 -4.21 5.51  -0.2207
C 6.07 -3.18 4.69  -0.1866
C 5.35 -3.17 3.31  -0.3959
C 3.85 -2.92 3.52  -0.0552
N 5.47 -4.47 2.70  0.0456
H 5.63 -5.24 7.24  0.0864
H 6.56 -3.72 7.29  0.0866
H 7.11 -5.22 6.34  0.0869
H 5.95 -2.28 5.29  0.1194
H 7.12 -3.33 4.46  0.1207
H 5.78 -2.40 2.66  0.1196
H 3.69 -1.96 4.00  0.0691
H 3.39 -3.65 4.18  0.0860
H 3.24 -3.01 2.62  0.0519
H 5.23 -5.05 3.49  0.0858
H 4.72 -4.49 2.03  0.0345
C -6.28 6.31 2.66  -0.0919
O -5.70 5.01 2.77  -0.1855
C -4.38 4.96 2.30  -0.2091
C -3.78 3.53 2.47  -0.4002
C -4.49 2.56 1.57  -0.0695
N -3.89 3.15 3.88  0.0693
H -5.89 7.02 3.39  0.0796
H -7.36 6.22 2.80  0.0875
H -6.19 6.72 1.66  0.0797
H -4.43 5.24 1.25  0.1106
H -3.71 5.68 2.77  0.1131
H -2.72 3.54 2.22  0.1188
H -3.89 1.66 1.69  0.0469
H -4.49 2.73 0.50  0.0674
H -5.52 2.36 1.84  0.0895
H -4.84 3.30 4.21  0.0668
H -3.42 3.86 4.43  0.0246
C 5.47 0.46 3.06  -0.0928
O 5.38 0.35 1.64  -0.1952
C 6.54 0.62 0.91  -0.2271
C 6.34 0.51 -0.57  -0.4066
C 5.31 1.43 -1.29  -0.0431
N 5.83 -0.79 -0.94  0.0458
H 6.19 -0.20 3.54  0.0762
H 4.53 0.22 3.56  0.0748
H 5.71 1.49 3.32  0.0841
H 6.85 1.61 1.23  0.1189
H 7.38 0.03 1.30  0.1226
H 7.33 0.67 -1.00  0.1395
H 4.29 1.17 -1.02  0.0612
H 5.30 1.40 -2.38  0.0633
H 5.59 2.42 -0.93  0.0805
H 5.01 -0.87 -0.36  0.0530
H 6.39 -1.56 -0.60  0.0364
C -1.04 2.19 0.54  -0.0970
O -0.22 1.56 -0.45  -0.1940
C -0.50 0.18 -0.52  -0.1822
C 0.20 -0.62 0.65  -0.3777
C 1.75 -0.41 0.57  -0.0331
N 0.00 -2.03 0.45  0.0731
H -2.11 1.99 0.46  0.0642
H -0.90 3.25 0.35  0.0916
H -0.66 2.01 1.55  0.0796
H -1.56 -0.07 -0.55  0.0979
H -0.17 -0.19 -1.49  0.1177
H -0.13 -0.23 1.61  0.1274
H 2.15 -0.91 -0.31  0.0675
H 2.20 -0.77 1.49  0.0698
H 1.93 0.66 0.45  0.0537
H -0.99 -2.16 0.34  0.0395
H 0.37 -2.44 -0.40  0.0260
C -3.19 4.10 -2.21  -0.1020
O -3.84 5.28 -1.73  -0.2051
C -5.26 5.31 -2.01  -0.1836
C -5.45 5.65 -3.50  -0.2258
N -6.82 5.92 -3.83  -0.0688
C -7.26 7.31 -3.77  -0.1839
C -6.50 8.32 -4.63  -0.2406
O -6.86 8.32 -5.99  -0.1887
C -6.18 9.29 -6.78  -0.1114
H -3.11 4.12 -3.29  0.0857
H -3.63 3.20 -1.78  0.0632
H -2.15 4.12 -1.87  0.0811
H -5.73 6.01 -1.33  0.1099
H -5.76 4.35 -1.82  0.1152
H -5.20 4.74 -4.06  0.1163
H -4.75 6.41 -3.85  0.1125
H -7.00 5.55 -4.75  0.1071
H -7.08 7.65 -2.75  0.1121
H -8.32 7.42 -4.00  0.1227
H -5.42 8.28 -4.57  0.1136
H -6.87 9.27 -4.22  0.1158
H -6.76 9.48 -7.68  0.0820
H -5.29 8.91 -7.27  0.0813
H -6.00 10.23 -6.24  0.0879
C -3.80 -0.14 -2.71  -0.0911
O -2.87 -0.16 -3.77  -0.1735
C -2.52 -1.43 -4.27  -0.1828
C -3.68 -2.31 -4.95  -0.1980
N -4.40 -2.99 -3.95  -0.0645
C -5.47 -3.80 -4.53  -0.1967
C -6.50 -4.06 -3.42  -0.1856
O -7.13 -2.88 -2.84  -0.2106
C -8.01 -3.13 -1.81  -0.1467
H -4.77 -0.47 -3.08  0.0835
H -3.91 0.90 -2.42  0.0793
H -3.56 -0.70 -1.80  0.0698
H -2.11 -2.01 -3.44  0.0867
H -1.68 -1.31 -4.95  0.1157
H -3.22 -2.99 -5.66  0.1179
H -4.35 -1.67 -5.54  0.1185
H -4.92 -2.35 -3.37  0.0714
H -5.15 -4.80 -4.83  0.1216
H -6.07 -3.41 -5.35  0.1195
H -6.18 -4.65 -2.56  0.1104
H -7.31 -4.58 -3.93  0.1168
H -7.63 -3.74 -0.99  0.0833
H -8.93 -3.63 -2.13  0.0848
H -8.28 -2.12 -1.53  0.0959
C 2.29 3.53 1.71  -0.0926
O 2.12 4.18 2.94  -0.1979
C 1.96 3.34 4.03  -0.2227
C 1.79 4.25 5.29  -0.1821
N 0.73 5.28 5.30  -0.0358
C -0.57 4.65 5.49  -0.2218
C -1.66 5.66 5.66  -0.2595
O -2.88 5.04 5.84  -0.2295
C -3.95 5.90 6.03  -0.1014
H 1.59 2.70 1.65  0.0613
H 3.33 3.20 1.64  0.0924
H 2.10 4.23 0.90  0.0888
H 2.93 2.87 4.20  0.1153
H 1.11 2.67 3.86  0.1148
H 2.76 4.70 5.49  0.1092
H 1.65 3.62 6.17  0.1119
H 0.73 5.81 4.44  0.1066
H -0.66 4.08 6.41  0.1298
H -0.90 3.94 4.73  0.1139
H -1.82 6.24 4.75  0.1239
H -1.40 6.29 6.50  0.1322
H -3.75 6.46 6.94  0.0934
H -4.90 5.37 6.06  0.0994
H -3.99 6.60 5.19  0.0780
C -5.91 -9.01 1.65  -0.1517
O -4.58 -8.94 1.32  -0.1991
C -3.86 -7.75 1.69  -0.1746
C -2.38 -8.09 2.04  -0.2000
N -1.48 -6.98 1.99  -0.0878
C -1.43 -6.12 3.17  -0.1709
C -0.69 -4.77 2.85  -0.1797
O -0.20 -4.21 4.10  -0.1948
C 0.20 -2.86 3.94  -0.1243
H -6.07 -9.01 2.73  0.0877
H -6.27 -10.00 1.36  0.0870
H -6.45 -8.24 1.09  0.0866
H -4.32 -7.18 2.50  0.1103
H -4.03 -7.06 0.85  0.1056
H -1.96 -8.80 1.33  0.1118
H -2.24 -8.54 3.02  0.1200
H -1.76 -6.46 1.16  0.0459
H -0.86 -6.56 3.99  0.1152
H -2.45 -5.93 3.51  0.1059
H -1.37 -4.11 2.32  0.0963
H 0.22 -4.90 2.26  0.1031
H 0.79 -2.54 4.79  0.0833
H -0.60 -2.16 3.70  0.0858
H 1.00 -2.83 3.20  0.0515
C -4.05 -1.36 0.94  -0.0764
O -3.19 -2.27 0.23  -0.2117
C -3.92 -3.44 -0.10  -0.2170
C -3.11 -4.42 -0.96  -0.1918
N -1.95 -4.93 -0.29  -0.0652
C -1.17 -5.79 -1.18  -0.1811
C -0.39 -5.03 -2.27  -0.1654
O 0.31 -3.85 -1.77  -0.2537
C 0.77 -2.95 -2.75  -0.0792
H -3.48 -0.45 1.10  0.0663
H -4.48 -1.75 1.86  0.0978
H -4.86 -1.07 0.27  0.0853
H -4.84 -3.30 -0.67  0.1064
H -4.25 -3.92 0.82  0.1219
H -2.76 -3.78 -1.76  0.1034
H -3.67 -5.34 -1.13  0.1238
H -1.35 -4.13 -0.13  0.0729
H -1.88 -6.50 -1.61  0.1231
H -0.42 -6.40 -0.69  0.1119
H -1.07 -4.78 -3.09  0.1101
H 0.37 -5.68 -2.69  0.1214
H 1.54 -3.35 -3.41  0.0919
H 1.15 -2.04 -2.28  0.0785
H -0.10 -2.82 -3.39  0.0665
C 2.74 -4.62 0.35  -0.1102
O 4.14 -4.84 0.38  -0.2074
C 4.72 -4.18 -0.84  -0.1592
C 6.22 -4.21 -0.89  -0.1947
N 6.77 -3.60 0.33  -0.0839
C 8.19 -3.59 0.44  -0.1971
C 8.69 -4.98 0.94  -0.2146
O 10.10 -5.11 0.84  -0.2109
C 10.61 -6.41 1.20  -0.0888
H 2.35 -5.11 1.24  0.0884
H 2.25 -4.97 -0.56  0.0774
H 2.46 -3.58 0.48  0.0668
H 4.36 -3.18 -1.05  0.1080
H 4.41 -4.80 -1.68  0.1181
H 6.64 -3.81 -1.82  0.1293
H 6.52 -5.26 -0.82  0.1064
H 6.44 -4.11 1.13  0.0412
H 8.56 -2.75 1.03  0.1071
H 8.68 -3.42 -0.52  0.1172
H 8.28 -5.72 0.27  0.1100
H 8.47 -5.24 1.98  0.1151
H 10.25 -7.21 0.54  0.0813
H 10.28 -6.65 2.21  0.0771
H 11.69 -6.33 1.20  0.0847
C 2.14 2.78 -2.24  -0.0711
O 3.35 3.17 -2.95  -0.2104
C 3.40 2.77 -4.30  -0.2485
C 4.73 3.22 -4.96  -0.1658
N 5.06 4.66 -4.74  -0.0646
C 4.13 5.51 -5.34  -0.2434
C 4.50 7.03 -5.18  -0.1935
O 3.36 7.75 -5.64  -0.2227
C 3.47 9.18 -5.46  -0.0919
H 1.26 3.16 -2.78  0.0866
H 1.98 3.02 -1.19  0.0623
H 2.03 1.70 -2.18  0.0718
H 2.50 3.02 -4.87  0.1153
H 3.48 1.69 -4.28  0.1127
H 4.68 2.93 -6.01  0.1138
H 5.49 2.52 -4.61  0.1011
H 4.92 4.77 -3.74  0.0989
H 3.15 5.36 -4.89  0.1151
H 4.10 5.28 -6.41  0.1258
H 5.34 7.33 -5.80  0.1176
H 4.65 7.26 -4.13  0.1170
H 2.48 9.51 -5.77  0.0852
H 4.27 9.48 -6.13  0.0813
H 3.65 9.56 -4.45  0.0801



[2]
ORCA calculation (ωB97M-V/def2-TZVPD) on a molecular structure, C48H71NPReTe.

## Properties
HOMO (alpha / beta) (eV): -13.35 / -13.30
Net charge: +2
Relative energy (zero: lowest compared OMol25 entry of this formula, charge and spin) (eV): 0.0000
Electronic energy (eV): -71116.4668
Gap between HOMO and LUMO (alpha / beta) (eV): 6.68 / 7.00

Each line ends with the Löwdin charge.
CARTESIAN COORDINATES (ANGSTROEM)
Re -0.95 0.61 0.62  1.1811
C -1.78 2.58 1.22  -0.1510
C -2.76 1.77 1.85  -0.1976
C -2.06 0.82 2.67  -0.1640
C -0.66 1.24 2.68  -0.1027
C -0.49 2.35 1.80  -0.3138
C 0.68 3.30 1.63  -0.5490
C 0.26 4.68 2.17  -0.0198
C 1.04 3.43 0.15  -0.0416
C 1.88 2.80 2.43  -0.0323
C -2.56 -0.36 3.52  -0.5105
C -1.43 -0.87 4.41  -0.0425
C -3.69 0.06 4.47  -0.0271
C -3.03 -1.52 2.63  -0.0316
C -4.23 2.23 1.76  -0.5139
C -4.45 3.26 0.63  -0.0649
C -4.42 3.05 3.06  -0.0138
C -5.32 1.16 1.64  -0.0546
H -1.99 3.37 0.52  0.1227
H 0.09 0.82 3.32  0.1173
H -0.56 5.10 1.59  0.0869
H 1.09 5.37 2.12  0.0970
H -0.05 4.61 3.21  0.0981
H 0.21 3.83 -0.43  0.0881
H 1.31 2.45 -0.26  0.0417
H 1.88 4.10 0.02  0.0997
H 1.67 2.76 3.50  0.0993
H 2.73 3.46 2.29  0.1010
H 2.18 1.80 2.10  0.0471
H -1.10 -0.12 5.12  0.1005
H -0.57 -1.21 3.84  0.0568
H -1.79 -1.72 4.99  0.1005
H -3.39 0.89 5.11  0.0980
H -3.93 -0.78 5.12  0.1004
H -4.60 0.33 3.95  0.0661
H -2.22 -1.91 2.02  0.0527
H -3.84 -1.24 1.96  0.0534
H -3.40 -2.32 3.27  0.1047
H -3.90 4.18 0.80  0.0900
H -5.51 3.52 0.62  0.1039
H -4.20 2.89 -0.36  0.0452
H -3.66 3.83 3.15  0.0991
H -4.39 2.44 3.96  0.0661
H -5.39 3.54 3.02  0.1031
H -5.70 1.10 0.62  0.0676
H -6.16 1.41 2.29  0.1003
H -4.99 0.16 1.92  0.0415
Te -3.07 0.31 -1.05  1.6072
C -3.36 -1.55 -2.01  -0.5083
C -2.78 -1.84 -3.24  -0.1305
C -3.06 -3.06 -3.84  -0.0564
C -3.91 -3.97 -3.22  -0.0619
C -4.49 -3.66 -2.00  -0.0695
C -4.21 -2.45 -1.39  -0.1464
C -2.30 1.40 -2.67  -0.5104
C -3.17 2.01 -3.56  -0.1161
C -2.66 2.77 -4.60  -0.0499
C -1.29 2.93 -4.73  -0.0461
C -0.42 2.33 -3.83  -0.0600
C -0.93 1.55 -2.80  -0.1528
H -2.13 -1.13 -3.73  0.1031
H -2.63 -3.29 -4.80  0.1153
H -4.13 -4.91 -3.71  0.1164
H -5.16 -4.36 -1.53  0.1176
H -4.68 -2.22 -0.44  0.0992
H -4.24 1.90 -3.45  0.1094
H -3.33 3.24 -5.30  0.1197
H -0.90 3.53 -5.54  0.1181
H 0.65 2.45 -3.94  0.0974
H -0.24 1.05 -2.12  0.0580
C 5.93 -1.01 0.33  -0.0565
C 4.44 -1.02 0.69  -0.5856
C 4.15 -2.34 1.42  -0.0679
C 4.15 0.10 1.69  -0.0801
P 3.35 -0.84 -0.82  1.1282
N 1.95 -0.18 -0.27  -0.0354
C 3.95 0.53 -1.95  -0.5842
C 2.78 1.03 -2.82  -0.0890
C 4.39 1.75 -1.12  -0.0708
C 5.11 0.14 -2.87  -0.0617
C 3.20 -2.46 -1.75  -0.5764
C 2.42 -2.22 -3.05  -0.0716
C 2.42 -3.54 -0.97  -0.0578
C 4.56 -3.10 -2.09  -0.0592
H 6.48 -1.23 1.24  0.1038
H 6.28 -0.05 -0.04  0.0716
H 6.20 -1.78 -0.40  0.0745
H 4.65 -2.29 2.39  0.1013
H 4.54 -3.21 0.90  0.0751
H 3.09 -2.49 1.61  0.0659
H 4.81 -0.05 2.55  0.1038
H 3.12 0.04 2.05  0.0607
H 4.32 1.10 1.31  0.0626
H 2.00 1.46 -2.19  0.0448
H 2.34 0.27 -3.47  0.0669
H 3.17 1.82 -3.45  0.1016
H 3.61 2.07 -0.44  0.0584
H 4.57 2.56 -1.82  0.1022
H 5.31 1.59 -0.57  0.0734
H 4.84 -0.59 -3.62  0.0742
H 5.97 -0.22 -2.32  0.0774
H 5.42 1.04 -3.39  0.1013
H 1.45 -1.74 -2.87  0.0759
H 2.21 -3.19 -3.50  0.0987
H 2.97 -1.63 -3.78  0.0703
H 1.43 -3.21 -0.66  0.0454
H 2.94 -3.91 -0.10  0.0685
H 2.28 -4.38 -1.64  0.1047
H 5.25 -2.44 -2.61  0.0683
H 4.36 -3.95 -2.74  0.1032
H 5.06 -3.49 -1.21  0.0764
C 0.75 -0.36 0.15  -0.3451
C 0.06 -1.68 0.39  -0.3362
C -0.70 -2.32 -0.60  -0.0988
C -1.22 -3.58 -0.37  -0.0392
C -0.93 -4.23 0.82  -0.0244
C -0.15 -3.62 1.80  -0.0454
C 0.32 -2.34 1.59  -0.0782
H -0.86 -1.83 -1.55  0.0838
H -1.83 -4.06 -1.12  0.1099
H -1.31 -5.23 0.99  0.1229
H 0.07 -4.14 2.72  0.1234
H 0.93 -1.85 2.34  0.1125



[3]
ORCA calculation (ωB97M-V/def2-TZVPD) on a molecular structure, C14H13NO5Tm in a non-equilibrium geometry.

## Properties
Expectation value of S²: 2.003
HOMO (alpha / beta) (eV): -18.88 / -18.88
Net charge: +3
Spin multiplicity: 3
Electronic energy (eV): -55953.5529
Gap between HOMO and LUMO (alpha / beta) (eV): 5.50 / 5.52

Each line ends with the Löwdin charge.
CARTESIAN COORDINATES (ANGSTROEM)
O 1.09 0.25 -6.08  0.1775
C 0.52 0.17 -5.09  0.0478
Tm 0.63 0.20 -1.83  1.0518
O 2.55 -2.04 -3.74  0.2482
C 1.95 -1.30 -3.07  -0.0174
C -0.60 2.00 -2.75  -0.0037
O -1.17 2.83 -3.31  0.2461
C -1.17 -1.25 -2.13  0.0369
O -2.07 -1.96 -2.32  0.2384
C 2.17 1.49 -3.05  -0.0259
O 2.90 2.12 -3.68  0.2565
C -1.58 -1.24 2.48  0.0361
N -1.84 -0.62 1.16  -0.1937
C -3.30 -0.49 0.84  0.0334
C -1.10 0.74 1.05  -0.0688
C 0.37 0.58 1.38  -0.2879
C 0.94 0.80 2.66  0.0152
C 2.31 0.55 2.87  0.0063
C 3.09 0.05 1.83  -0.0170
C 2.54 -0.10 0.56  -0.1215
C 1.20 0.15 0.37  -0.2974
H -1.80 -0.51 3.25  0.1314
H -0.53 -1.54 2.53  0.1169
H -2.22 -2.11 2.58  0.1224
H -1.42 -1.23 0.42  0.1388
H -3.71 0.35 1.43  0.1285
H -3.43 -0.31 -0.23  0.1005
H -3.79 -1.42 1.13  0.1234
H -1.26 1.08 0.01  0.0962
H -1.66 1.43 1.69  0.1593
H 0.33 1.16 3.48  0.1362
H 2.77 0.75 3.85  0.1463
H 4.15 -0.19 2.01  0.1417
H 3.16 -0.41 -0.28  0.0975



[4]
ORCA calculation (ωB97M-V/def2-TZVPD) on 2 unconnected molecules or ions with the total composition CH5N5O in a non-equilibrium geometry.

## Properties
HOMO (alpha / beta) (eV): -7.93 / -8.26
Net charge: 0
Relative energy (zero: lowest compared OMol25 entry of this formula, charge and spin) (eV): 4.3481
Electronic energy (eV): -10609.7503
Gap between HOMO and LUMO (alpha / beta) (eV): 8.18 / 8.21

Each line ends with the Löwdin charge.
CARTESIAN COORDINATES (ANGSTROEM)
N 1.09 -0.86 -0.73  0.0440
C 0.25 0.19 -0.91  -0.5420
N -1.77 -0.01 0.25  0.0166
N 0.75 1.44 -0.66  0.1315
N 1.24 -0.65 1.23  0.0063
N -1.05 -0.13 -0.84  -0.0253
O 0.35 -1.18 1.87  -0.1342
H 0.69 -1.73 -1.09  0.0589
H -2.70 -0.42 0.22  0.0974
H -1.13 0.02 1.24  0.1647
H 1.74 1.53 -0.85  0.0913
H 0.54 1.81 0.26  0.0908



[5]
ORCA calculation (ωB97M-V/def2-TZVPD) on a molecular structure, C21H27BMnN12.

## Properties
Expectation value of S²: 8.780
HOMO (alpha / beta) (eV): -5.24 / -7.42
Net charge: 0
Spin multiplicity: 6
Relative energy (zero: lowest compared OMol25 entry of this formula, charge and spin) (eV): 1.8279
Electronic energy (eV): -72096.0010
Gap between HOMO and LUMO (alpha / beta) (eV): 5.95 / 7.64

Each line ends with the Löwdin charge.
CARTESIAN COORDINATES (ANGSTROEM)
Mn 0.71 -0.65 -0.24  0.7411
C 1.75 2.97 -2.77  -0.0535
C 0.93 2.37 -1.82  -0.1399
N 1.38 1.17 -1.47  0.0150
N 2.51 0.97 -2.20  -0.0313
C 2.75 2.03 -2.98  -0.0757
B 3.32 -0.33 -2.08  -0.5127
N 2.45 -1.52 -2.51  -0.0193
C 2.71 -2.46 -3.43  -0.0678
C 1.70 -3.40 -3.40  -0.0482
C 0.85 -2.95 -2.39  -0.1276
N 1.30 -1.81 -1.86  -0.0199
N 3.70 -0.53 -0.60  -0.0176
C 4.91 -0.57 -0.01  -0.0673
C 4.73 -0.88 1.33  -0.0504
C 3.35 -1.01 1.47  -0.1344
N 2.74 -0.80 0.30  -0.0283
H 1.64 3.93 -3.23  0.0926
H 0.03 2.76 -1.37  0.0799
H 3.61 2.04 -3.63  0.1203
H 4.30 -0.28 -2.76  0.1205
H 3.59 -2.38 -4.05  0.1216
H 1.60 -4.28 -4.00  0.0939
H -0.06 -3.39 -2.01  0.1011
H 5.80 -0.37 -0.58  0.1216
H 5.48 -0.99 2.08  0.0930
H 2.76 -1.25 2.34  0.1124
N 1.65 1.68 1.97  0.1759
C 0.74 0.81 2.46  -0.4819
N 0.44 0.90 3.75  0.1507
C -0.55 0.07 4.14  -0.4748
N -0.85 0.11 5.46  0.1430
N -1.26 -0.74 3.38  0.1601
C -0.91 -0.76 2.08  -0.2963
N 0.19 -0.06 1.60  0.0365
C -1.65 -1.45 1.11  -0.2257
C -2.87 -2.12 1.38  -0.0247
C -3.62 -2.59 0.34  -0.0908
C -3.18 -2.40 -0.99  -0.0948
C -1.96 -1.79 -1.19  -0.1765
N -1.17 -1.36 -0.19  -0.0222
H 2.15 2.25 2.63  0.1043
H 1.99 1.58 1.03  0.0714
H -0.22 0.59 6.08  0.0918
H -1.45 -0.60 5.83  0.0949
H -3.19 -2.21 2.41  0.1042
H -4.56 -3.09 0.54  0.1017
H -3.76 -2.73 -1.84  0.0942
H -1.57 -1.64 -2.18  0.1054
C -4.46 1.21 -0.29  -0.0791
C -3.31 1.86 0.47  -0.4979
C -3.59 3.34 0.75  -0.0839
C -2.01 1.68 -0.24  0.0298
H -5.41 1.35 0.23  0.0769
H -4.29 0.13 -0.40  0.0541
H -4.54 1.64 -1.29  0.0815
H -3.22 1.36 1.45  0.1285
H -3.71 3.89 -0.19  0.0772
H -2.78 3.81 1.31  0.0731
H -4.51 3.45 1.32  0.0740
H -1.09 1.94 0.26  0.0377
H -1.97 1.45 -1.30  0.0623



Question: What is the formula in the third record?
Answer: C14H13NO5Tm



Question: The highest net charge belongs to which entry?
Answer: C14H13NO5Tm